[1]
{"formula": "C6H12NO", "method": "wB97M-V/def2-TZVPD", "orbital_gap_ev": [9.0, 9.0], "total_charge": 1, "spin_multiplicity": 1, "total_energy_ha": -365.3288, "homo_energy_ev": [-13.18, -13.18], "lumo_energy_ev": [-4.143, -4.144], "elements": ["C", "C", "C", "C", "C", "C", "N", "O", "H", "H", "H", "H", "H", "H", "H", "H", "H", "H", "H", "H"], "coordinates": [[2.71549, -0.30783, 0.63331], [1.69729, -1.38642, 0.34714], [-3.06178, -0.70517, 0.33606], [-1.93457, 0.44267, 0.18051], [1.42603, 0.02310, 0.04783], [0.34675, 0.95497, -0.15338], [1.10188, 0.30934, -1.37643], [0.47454, 2.23987, 0.00091], [2.90553, -0.12817, 1.63836], [3.50448, -0.26757, -0.09082], [1.58305, -2.02916, -0.55212], [1.02994, -1.77570, 1.12701], [-2.50654, -1.73139, 0.36924], [-3.31803, -0.47577, 1.41028], [-2.20830, 0.99149, -0.77656], [-1.78829, 1.14401, 1.04999], [-3.91268, -0.53018, -0.28877], [0.69771, -0.50078, -1.94529], [1.54234, 0.93014, -2.03461], [-0.29486, 2.80257, 0.07733]]}

---

[2]
{"formula": "C19H15NO4S4SeV", "method": "wB97M-V/def2-TZVPD", "orbital_gap_ev": [5.2, 4.6], "total_charge": -2, "spin_multiplicity": 2, "total_energy_ha": -6026.9861, "homo_energy_ev": [-0.60, -0.02], "s2": 0.76, "lumo_energy_ev": [4.591, 4.588], "elements": ["V", "S", "C", "C", "C", "C", "C", "C", "S", "C", "C", "C", "C", "C", "C", "C", "S", "C", "C", "C", "C", "C", "C", "S", "N", "H", "H", "H", "H", "H", "H", "H", "H", "H", "H", "H", "H", "H", "H", "H", "O", "Se", "O", "O", "O"], "coordinates": [[-0.12854, 0.42593, 0.35284], [1.52269, 1.70357, 1.74450], [1.60400, 0.53780, 3.04406], [1.92995, 0.97378, 4.34385], [1.99022, 0.11430, 5.42384], [1.73477, -1.24524, 5.26360], [1.42849, -1.71274, 3.99647], [1.34862, -0.84432, 2.91487], [1.00678, -1.48874, 1.29053], [-0.54744, -2.41827, 1.52082], [-1.48338, -2.25892, 0.34531], [-2.49794, -3.18484, 0.15221], [-3.44264, -2.94462, -0.83249], [-3.35175, -1.79443, -1.59220], [-2.29739, -0.92187, -1.36094], [-2.13862, 0.33774, -2.15151], [-1.50234, 1.74746, -1.15148], [-0.38137, 2.37168, -2.39057], [-0.71618, 3.52989, -3.07967], [0.12171, 4.04603, -4.05879], [1.30370, 3.37144, -4.34819], [1.64311, 2.21715, -3.66413], [0.82236, 1.68730, -2.65355], [1.29267, 0.25442, -1.78249], [-1.37796, -1.17650, -0.42953], [2.10502, 2.03336, 4.48258], [2.22377, 0.50980, 6.40678], [1.76906, -1.92480, 6.10674], [1.23985, -2.76940, 3.83898], [-1.04015, -1.96910, 2.38595], [-0.35577, -3.47773, 1.70122], [-2.56838, -4.05331, 0.79421], [-4.26527, -3.63438, -0.97956], [-4.10900, -1.54475, -2.32274], [-3.08690, 0.61526, -2.61029], [-1.39028, 0.16549, -2.92834], [-1.64704, 4.02597, -2.83046], [-0.14287, 4.95588, -4.58432], [1.97538, 3.75644, -5.10885], [2.57380, 1.70709, -3.88201], [-3.70559, 0.55869, 0.50279], [-2.97928, 0.97133, 1.91284], [-3.70461, 0.29204, 3.19155], [-1.44146, 0.22260, 1.81528], [-2.77218, 2.56775, 2.03919]]}

---

[3]
{"formula": "C7H11NS", "method": "wB97M-V/def2-TZVPD", "orbital_gap_ev": 8.1, "spin_multiplicity": 1, "total_energy_ha": -726.0186, "homo_energy_ev": -7.46, "lumo_energy_ev": 0.650, "elements": ["C", "C", "C", "C", "C", "C", "C", "N", "S", "H", "H", "H", "H", "H", "H", "H", "H", "H", "H", "H"], "coordinates": [[-1.06819, -2.07936, 0.26750], [0.15635, -1.86844, 0.61128], [0.61545, 1.31665, 0.45415], [-2.07685, -2.91784, -0.32129], [1.59994, -1.85240, 0.87535], [0.06802, 3.37064, -1.02062], [0.82986, 2.72260, 0.08892], [-0.84780, -0.78018, 0.86344], [-0.60218, 0.56483, -0.31465], [-2.26183, -2.49891, -1.33650], [-1.67276, -3.92768, -0.47866], [-2.96989, -2.78284, 0.24932], [1.86274, -0.90424, 0.67666], [1.94816, -2.17893, 1.85342], [2.06098, -2.71171, 0.37047], [0.30721, 4.51792, -0.94383], [-1.02170, 3.09433, -0.81758], [0.41463, 2.94212, -2.01830], [0.61949, 3.22329, 1.01305], [2.03836, 2.75015, -0.07213]]}

---

[4]
{"formula": "C14H18P", "method": "wB97M-V/def2-TZVPD", "orbital_gap_ev": 6.9, "total_charge": 1, "spin_multiplicity": 1, "total_energy_ha": -885.1327, "homo_energy_ev": -12.02, "lumo_energy_ev": -5.120, "elements": ["C", "C", "C", "C", "C", "C", "C", "C", "C", "C", "C", "C", "C", "C", "P", "H", "H", "H", "H", "H", "H", "H", "H", "H", "H", "H", "H", "H", "H", "H", "H", "H", "H"], "coordinates": [[-2.78108, -1.46346, -2.89675], [-1.73205, -1.59153, -3.74573], [-2.49022, -0.95483, -1.69386], [-0.58470, -0.83517, -3.60949], [-1.19832, -0.29855, -1.42611], [-0.21530, -0.20911, -2.42936], [-0.96453, 0.26927, -0.21512], [1.49314, 1.06532, -0.03748], [1.08352, 0.40493, -2.34512], [-1.85905, 0.77260, 0.71420], [1.88485, 0.03273, -1.03165], [-0.88550, 1.16609, 1.97510], [1.74074, 1.50759, 2.82032], [0.86031, -1.20152, 1.95064], [0.82108, 0.61714, 1.44320], [-3.63772, -2.05671, -3.10071], [-1.85221, -2.32415, -4.57689], [-3.22196, -0.83639, -0.88125], [0.15257, -0.97123, -4.40923], [1.60161, -0.06613, -3.18479], [1.01591, 1.49266, -2.40022], [-2.34115, 1.70851, 0.34024], [-2.63039, 0.04210, 0.92972], [2.86386, 0.04648, -1.45637], [1.80749, -1.06824, -0.64738], [-0.86329, 2.22647, 2.05292], [-1.04548, 0.80760, 2.93786], [1.77880, 2.58482, 2.61193], [2.74157, 1.00975, 2.87347], [1.15647, 1.39579, 3.74439], [1.35344, -1.77868, 1.16825], [-0.11401, -1.66334, 2.28086], [1.37002, -1.38863, 2.89587]]}

---

[5]
{"formula": "C3H4N3", "method": "wB97M-V/def2-TZVPD", "orbital_gap_ev": [7.9, 7.7], "total_charge": 1, "spin_multiplicity": 1, "total_energy_ha": -280.4778, "homo_energy_ev": [-15.03, -15.27], "lumo_energy_ev": [-7.132, -7.570], "elements": ["C", "C", "C", "N", "N", "N", "H", "H", "H", "H"], "coordinates": [[3.14404, -0.00175, -0.04647], [0.95390, 0.19864, 0.44435], [-0.40014, 0.48228, 0.65896], [2.11317, 0.25587, 0.74253], [2.81195, -0.80965, -0.94753], [1.71692, -0.86232, -1.48565], [-0.52751, 1.51830, 0.99327], [-0.82187, -0.18006, 1.42565], [-0.97034, 0.34755, -0.26380], [1.53143, -1.64088, -2.12215]]}

---

[6]
{"formula": "C3H6O", "method": "wB97M-V/def2-TZVPD", "orbital_gap_ev": 9.8, "spin_multiplicity": 1, "total_energy_ha": -193.1021, "smiles": "C/C=C/O", "homo_energy_ev": -8.83, "lumo_energy_ev": 1.006, "elements": ["C", "C", "C", "O", "H", "H", "H", "H", "H", "H"], "coordinates": [[-0.00633, 0.62779, -1.27484], [-0.35328, -0.30190, -0.12957], [0.23161, -0.14408, 1.05018], [0.01046, -0.78491, 2.22889], [0.75757, 1.34301, -0.99082], [0.46709, 0.00453, -2.04083], [-0.71332, 1.28498, -1.79785], [-1.09733, -1.00512, -0.46245], [0.89737, 0.68894, 1.21949], [-0.19384, -1.71323, 2.19781]]}

---

[7]
{"formula": "C3H4N3S2", "method": "wB97M-V/def2-TZVPD", "orbital_gap_ev": 5.5, "total_charge": -1, "spin_multiplicity": 1, "total_energy_ha": -1077.2574, "homo_energy_ev": -2.21, "lumo_energy_ev": 3.250, "elements": ["C", "C", "C", "N", "N", "N", "S", "S", "H", "H", "H", "H"], "coordinates": [[2.68994, -0.69001, 0.06040], [0.43851, -0.60289, -0.03869], [2.61462, 0.59852, -0.05803], [0.23480, 0.61464, -0.38977], [1.45968, 1.37664, -0.39057], [-0.50608, -1.48652, -0.41000], [3.36515, -2.20597, 0.06574], [4.16718, 1.46148, -0.08015], [-0.52625, 0.94333, -0.89453], [1.43947, 2.12435, 0.19264], [-0.37838, -2.52799, -0.23080], [-1.19374, -1.05371, -1.02125]]}

---

[8]
{"formula": "C4H10O2", "method": "wB97M-V/def2-TZVPD", "orbital_gap_ev": 9.0, "spin_multiplicity": 1, "total_energy_ha": -308.7710, "smiles": "C=CC=C.O.O", "homo_energy_ev": -8.55, "lumo_energy_ev": 0.450, "elements": ["C", "C", "C", "C", "H", "H", "H", "H", "H", "H", "H", "H", "O", "H", "H", "O"], "coordinates": [[1.03355, -0.48911, 1.74291], [2.17453, -1.01073, 1.19704], [3.45395, -0.76540, 1.92848], [4.62879, -0.49347, 1.36135], [1.03498, 0.31943, 2.49623], [0.06224, -0.86086, 1.46082], [2.24202, -1.02877, 0.04043], [3.26871, -0.62760, 3.02124], [5.62252, -0.74093, 1.68172], [4.61545, -0.36877, 0.28372], [-2.26045, 1.22907, -3.26343], [-3.56128, 0.38949, -2.78722], [-2.60705, 0.41022, -2.90419], [-6.31170, 1.85492, -1.03169], [-6.24387, 1.05025, -2.33860], [-5.69015, 1.53720, -1.71097]]}